[1]
Computed, not measured: a structure of composition C22H35CdClO2P2, with wB97M-V/def2-TZVPD.

Last column: natural (NBO) charge in e.
Atoms and positions in Å:
P  3.97237  4.23910  -0.40258  1.619
P  5.57157  0.74789  -0.61250  1.665
C  5.65313  3.57645  -0.06455  -0.726
C  6.15528  2.45336  -0.99179  -0.751
H  5.69231  3.28859  1.00189  0.250
H  6.32366  4.43915  -0.20762  0.237
H  5.96600  2.67027  -2.05740  0.261
H  7.25113  2.42847  -0.86314  0.206
C  6.85612  0.23385  0.59530  -0.984
H  6.62978  -0.75770  1.02216  0.236
H  6.94262  0.99250  1.39105  0.218
H  7.82933  0.17952  0.08412  0.215
C  6.21942  -0.24000  -2.05050  -1.029
H  7.31031  -0.12078  -2.03770  0.206
H  5.86865  0.11968  -3.02499  0.229
H  5.98768  -1.31017  -1.92310  0.227
C  3.36699  5.15820  1.01652  -0.986
H  2.27792  5.31027  0.93252  0.269
H  3.86425  6.14516  1.04106  0.259
H  3.60259  4.63388  1.95590  0.269
C  4.20484  5.39896  -1.78194  -0.966
H  4.61648  4.89865  -2.67558  0.275
H  4.89992  6.19357  -1.46864  0.237
H  3.23749  5.85602  -2.04707  0.253
Cd  -0.73154  0.30874  0.88325  1.410
C  4.09439  -0.29802  -0.28549  -0.613
C  4.25350  0.69635  0.78356  -0.591
C  3.18492  1.70462  1.11334  -0.391
C  2.26708  2.17742  -0.03122  -0.413
C  2.97365  2.97419  -1.17138  -0.550
C  3.65529  2.10939  -2.14573  -0.596
C  3.10024  0.78402  -2.48791  -0.418
C  3.00514  -0.31886  -1.36045  -0.392
C  -1.30610  2.07013  -0.16961  -1.211
H  4.40011  -1.31407  -0.02502  0.213
H  4.74610  0.34086  1.70638  0.207
H  3.61931  2.57193  1.64024  0.165
H  2.53098  1.25221  1.87388  0.180
H  1.72045  1.34842  -0.46675  0.226
H  1.50359  2.82503  0.39704  0.195
H  2.18266  3.57063  -1.68443  0.179
H  4.04314  2.67227  -3.00611  0.168
H  3.76293  0.36487  -3.26311  0.208
H  2.09287  0.88646  -2.93725  0.153
H  2.01713  -0.34718  -0.87725  0.169
H  3.06619  -1.27754  -1.88925  0.213
H  -2.13022  1.73553  -0.82073  0.221
H  -0.48872  2.44826  -0.79553  0.213
H  -1.67318  2.86203  0.49624  0.214
Cl  -4.80802  -7.24860  1.61024  0.026
C  -3.93469  -5.78426  1.46497  -0.036
C  -3.95727  -4.84935  2.51683  -0.240
C  -3.25106  -3.65068  2.39066  -0.152
C  -2.49589  -3.37626  1.24184  -0.178
C  -2.46757  -4.32041  0.20236  -0.151
C  -3.17102  -5.52254  0.31011  -0.239
C  -1.76173  -2.07316  1.12761  0.768
O  -1.90659  -1.19480  2.06132  -0.806
O  -1.04137  -1.84371  0.09481  -0.776
H  -4.54160  -5.04926  3.41279  0.228
H  -3.27225  -2.92105  3.18914  0.240
H  -1.87918  -4.11180  -0.68567  0.242
H  -3.15459  -6.25424  -0.49860  0.229

Properties
F_max ... 3.84 eV/A
HOMO ... -5.30 eV
Spin multiplicity ... 1
Orbital gap ... 5.182 eV
LUMO level ... -0.12 eV
Energy ... -2320.18250 hartree
Relative energy (zero: lowest compared OMol25 entry of this formula, charge and spin) ... 24.71 kcal/mol


[2]
Computed, not measured: a structure of composition C22H35Cl2CuN4O3Se, with wB97M-V/def2-TZVPD.

Last column: natural (NBO) charge in e.
Atoms and positions in Å:
O  1.31708  1.50737  -1.84841  -0.579
C  0.75684  1.90879  -2.88484  0.580
C  1.44350  2.77100  -3.90431  -0.141
C  2.25768  3.92651  -3.74356  -0.175
H  2.24454  4.43009  -2.76822  0.231
C  3.00487  4.42034  -4.83433  -0.216
H  3.52540  5.36865  -4.70553  0.206
C  3.05480  3.79758  -6.09042  -0.218
H  3.65243  4.23132  -6.89666  0.212
C  2.31510  2.62274  -6.22120  -0.202
H  2.33485  2.11775  -7.19244  0.208
C  1.53378  2.14015  -5.16405  -0.186
H  0.95529  1.20956  -5.30966  0.215
H  -0.13842  0.91659  -4.18098  0.214
C  -1.92550  2.07143  -3.40130  -0.636
C  -0.79921  1.05148  -3.21929  -0.299
H  -2.91044  1.48304  -3.51128  0.211
H  -1.75604  2.78185  -4.21322  0.211
H  -1.96324  2.79378  -2.55635  0.217
C  -1.11254  -0.17403  -2.62170  -0.104
C  -2.23245  -0.47436  -1.72501  -0.695
H  -0.37731  -1.03948  -2.73789  0.216
H  -3.15528  -0.64775  -2.27552  0.194
H  -2.43072  0.32972  -0.97678  0.217
H  -1.94448  -1.38889  -1.16404  0.275
Cu  2.06268  0.47561  -0.40764  0.794
Cl  0.49674  1.64533  0.86728  -0.872
Cl  2.83673  -0.99645  -1.83374  -0.851
C  -1.48642  -0.05724  2.26336  0.537
O  -0.92121  -1.10207  1.97715  -0.644
N  -2.08074  0.19011  3.45590  -0.455
C  -2.13897  -0.85251  4.45132  -0.417
C  -2.66376  1.48504  3.79087  -0.397
H  -1.55221  0.81423  1.58055  0.166
H  -1.78910  -1.79152  4.01739  0.245
H  -3.17161  -0.94674  4.79263  0.179
H  -1.54165  -0.58061  5.32928  0.174
H  -2.61053  2.14930  2.91584  0.228
H  -2.13740  1.94708  4.64574  0.180
H  -3.71680  1.33771  4.08234  0.178
H  0.80064  -6.36560  0.60144  0.180
H  2.86320  -5.94396  -0.74164  0.184
C  0.22987  -5.67551  -0.02188  -0.419
C  2.28380  -5.27158  -1.38492  -0.408
N  1.15699  -4.73800  -0.63074  -0.446
H  -0.50768  -5.13432  0.57648  0.244
C  0.74216  -3.46419  -0.85712  0.504
O  -0.36350  -3.05008  -0.53706  -0.639
H  2.92848  -4.43303  -1.68113  0.241
H  1.52378  -2.85332  -1.36470  0.182
H  -0.26578  -6.31701  -0.76110  0.175
H  1.97214  -5.84248  -2.28138  0.173
C  2.35436  2.67400  3.14720  -0.422
N  2.06066  1.31419  3.53937  -0.376
C  1.21071  0.89317  4.55856  -0.094
C  1.14556  -0.47395  4.44878  -0.059
N  1.90738  -0.84837  3.34735  -0.382
C  1.95005  -2.14689  2.72974  -0.422
C  2.53361  0.26152  2.81846  0.308
Se  3.73112  0.34971  1.38024  -0.332
H  3.23755  2.64856  2.49371  0.256
H  2.53167  3.26415  4.04178  0.175
H  1.50297  3.11014  2.64116  0.247
H  0.70452  1.57136  5.24405  0.220
H  0.60570  -1.19263  5.07371  0.220
H  1.96908  -2.91190  3.50265  0.184
H  1.07446  -2.27628  2.08372  0.260
H  2.86944  -2.19629  2.14862  0.247

Properties
F_max ... 5.56 eV/A
HOMO (spin up / spin down) ... -2.72 / -2.72 eV
Spin multiplicity ... 2
Net charge ... -1
Orbital gap (spin up / spin down) ... 5.456 / 5.452 eV
LUMO level (spin up / spin down) ... 2.74 / 2.73 eV
Energy ... -6266.32794 hartree


[3]
Computed, not measured: a structure of composition C22H35Cl3HoNO4SSi2, with wB97M-V/def2-TZVPD.

Last column: natural (NBO) charge in e.
Atoms and positions in Å:
Ho  -0.39522  -1.60336  0.01901  1.803
C  -3.62909  -1.34598  -0.49788  -0.678
C  -3.19110  -2.05822  -1.77133  0.293
C  -4.11813  -2.45582  -2.75675  -0.276
C  -3.69649  -3.10089  -3.86327  -0.091
C  -2.29139  -3.29484  -4.07273  -0.102
C  -1.79794  -3.95368  -5.23488  -0.202
C  -0.45403  -4.08283  -5.36234  -0.190
C  0.41946  -3.64570  -4.35218  -0.217
C  -0.05288  -3.03414  -3.21216  -0.120
S  1.08099  -2.39415  -1.99531  -0.429
C  -1.44204  -2.85733  -3.04022  0.200
N  -1.89754  -2.23923  -1.90617  -0.571
H  -4.71371  -1.16975  -0.48106  0.239
H  -3.12034  -0.39934  -0.38854  0.261
H  -3.40288  -2.02811  0.37872  0.245
H  -5.16724  -2.24398  -2.60190  0.226
H  -4.41847  -3.44287  -4.61492  0.223
H  -2.51048  -4.28940  -5.99521  0.218
H  0.00008  -4.57237  -6.22373  0.219
H  1.47872  -3.79052  -4.47273  0.228
Cl  -0.92200  -3.14144  4.58007  -0.427
Si  -1.68051  -2.85913  2.63511  0.695
Cl  -0.46332  -4.37564  1.42982  -0.465
Cl  -3.53291  -3.76174  2.95535  -0.424
C  3.28590  -1.64039  0.92387  -0.629
C  2.53563  -0.55061  1.68878  0.279
C  3.35984  0.69457  1.82195  -0.636
C  2.08221  -1.08495  3.05353  -0.626
O  1.30859  -0.28516  0.96103  -1.000
Si  0.39103  1.13824  0.86169  2.500
O  -0.83838  0.45958  0.06929  -1.350
O  1.25939  2.34865  0.19569  -0.936
C  1.59041  2.72379  -1.14077  0.275
C  0.62450  3.85190  -1.46341  -0.620
C  3.02735  3.25121  -1.08365  -0.613
C  1.53505  1.57242  -2.12072  -0.639
O  0.15709  1.59826  2.43118  -0.940
C  -0.71628  2.60701  2.97956  0.276
C  -0.01828  3.94235  2.82252  -0.625
C  -0.89938  2.22291  4.43596  -0.615
C  -2.05642  2.58014  2.27940  -0.633
H  4.24682  -1.76590  1.41751  0.221
H  3.47074  -1.40762  -0.11492  0.228
H  2.77141  -2.60365  0.96445  0.222
H  4.23394  0.38796  2.40235  0.221
H  2.82282  1.48277  2.36333  0.234
H  3.70684  1.07428  0.84841  0.219
H  2.94671  -1.44017  3.58530  0.214
H  1.42545  -1.95869  2.93924  0.219
H  1.60598  -0.29986  3.66911  0.235
H  0.69886  4.65875  -0.75044  0.214
H  -0.39883  3.46691  -1.38624  0.213
H  0.78719  4.24379  -2.46852  0.209
H  3.10496  4.05298  -0.35483  0.215
H  3.29999  3.61282  -2.07241  0.208
H  3.72585  2.45408  -0.83297  0.206
H  0.51036  1.20793  -2.22044  0.223
H  2.12453  0.73912  -1.77328  0.223
H  1.86633  1.94831  -3.08935  0.220
H  1.03195  3.79317  3.05661  0.222
H  -0.47256  4.69812  3.44508  0.211
H  -0.11955  4.24670  1.75793  0.211
H  0.03817  2.14693  4.96971  0.214
H  -1.39743  1.25181  4.51175  0.217
H  -1.52300  2.93378  4.92113  0.206
H  -1.96909  2.91014  1.24179  0.210
H  -2.73479  3.26983  2.78788  0.216
H  -2.51337  1.60622  2.31118  0.223

Properties
F_max ... 1.53 eV/A
HOMO (spin up / spin down) ... -7.95 / -7.96 eV
Spin multiplicity ... 5
Orbital gap (spin up / spin down) ... 7.462 / 7.492 eV
LUMO level (spin up / spin down) ... -0.49 / -0.47 eV
Energy ... -4521.36011 hartree